{
  "formula": "C3H6N2O",
  "method": "ωB97M-V/def2-TZVPD",
  "elements": ["H", "H", "H", "C", "O", "C", "N", "H", "H", "C", "N", "H"],
  "xyz": [[0.951, 0.852, -1.140], [-0.176, -1.244, 2.194], [0.056, -2.056, 0.702], [-0.481, -0.628, -1.722], [0.254, 0.988, 1.332], [0.239, 0.081, -0.852], [0.172, 2.242, 0.624], [0.722, 2.810, 1.277], [-0.323, -0.529, -2.792], [0.097, -0.029, 0.591], [-0.216, -1.213, 1.185], [-1.295, -1.274, -1.400]],
  "de_lowest_ev": 4.7694,
  "total_energy_ha": -302.5178,
  "fmax_ha_per_bohr": 0.013,
  "orbital_gap_ev": [7.27, 7.27]
}